Entry 1:
C41H47HgN8S2 as an isolated structure. Source: the Open Molecules 2025 dataset; level of theory: ωB97M-V/def2-TZVPD.

Results
HOMO-LUMO gap (alpha / beta) = 6.2 / 6.9 eV
Multiplicity = 2
HOMO (alpha / beta) = -0.20792 / -0.24983 Ha
Electronic energy = -2978.3776 Ha
F_max = 0.01926 Eh/bohr

Geometry as XYZ:
```
99
C41H47HgN8S2 (ωB97M-V/def2-TZVPD)
Hg -0.07224 -1.10218 1.49520
C -1.51114 -4.04058 2.62810
C -2.35274 -3.90178 1.35270
N -1.68284 -3.07988 0.36020
C -2.58204 -2.45228 -0.58660
C -3.44964 -1.45448 0.13340
C -4.77524 -1.22768 -0.21290
C -5.50124 -0.30468 0.52480
C -4.87864 0.35492 1.56970
C -3.53894 0.07812 1.83320
C -2.79994 0.83662 2.90310
N -1.63444 0.14602 3.42370
C -1.92684 -0.79098 4.49310
C -2.31594 -2.16738 3.95470
N -1.21534 -2.74618 3.21290
N -2.86054 -0.80598 1.12510
H -0.56224 -4.51548 2.37630
H -2.06204 -4.68718 3.33320
H -3.30414 -3.42518 1.60880
H -2.58054 -4.91028 0.97000
H -0.97424 -3.61668 -0.12540
H -3.21614 -3.17058 -1.13410
H -1.96774 -1.90938 -1.31290
H -5.23454 -1.77278 -1.02270
H -6.54054 -0.11818 0.29660
H -5.41894 1.07442 2.16790
H -3.51544 1.09652 3.70590
H -2.45964 1.76342 2.43130
H -0.95844 0.83162 3.73690
H -2.74624 -0.42458 5.13770
H -1.03284 -0.90598 5.11130
H -3.16354 -2.06368 3.27630
H -2.62464 -2.81538 4.79510
H -0.40434 -2.82818 3.81960
S 1.81136 -0.27828 -0.05590
C 1.08476 0.44792 -1.42600
N 1.69426 0.26182 -2.64040
C 1.14276 0.87322 -3.82150
C 0.46976 2.19082 -3.45180
N -0.49874 1.93582 -2.41960
C -1.73834 2.67112 -2.47300
C -2.53304 2.22422 -3.67100
C -2.88634 3.09702 -4.69040
C -3.57724 2.63702 -5.79910
C -3.91364 1.29922 -5.90220
C -3.56584 0.42162 -4.88800
C -2.88184 0.88302 -3.78000
C -0.08004 1.22752 -1.31860
S -0.97604 1.34502 0.12550
C 2.96166 -0.42238 -2.77190
C 4.12816 0.53482 -2.73540
C 4.37136 1.28552 -1.59040
C 5.41996 2.18382 -1.55030
C 6.24286 2.34272 -2.65220
C 6.01256 1.59522 -3.79240
C 4.95846 0.69792 -3.83440
H 0.40006 0.20392 -4.28200
H 1.94666 1.05392 -4.54060
H -0.04124 2.61432 -4.31830
H 1.23436 2.90072 -3.10140
H -1.54044 3.74992 -2.50880
H -2.28364 2.45312 -1.55080
H -2.61814 4.14202 -4.61810
H -3.84444 3.32392 -6.58930
H -4.44354 0.93842 -6.77210
H -3.82224 -0.62498 -4.96360
H -2.60344 0.20602 -2.98470
H 2.95596 -0.97648 -3.71630
H 3.04136 -1.13388 -1.94490
H 3.73196 1.14942 -0.73270
H 5.60136 2.75832 -0.65300
H 7.06166 3.04702 -2.62140
H 6.65396 1.70892 -4.65400
H 4.78846 0.11462 -4.72920
C 1.95426 0.16272 4.23850
N 1.67706 -0.88668 3.28810
C 2.63726 -1.68478 2.97050
C 2.53176 -2.71368 2.01280
C 3.53856 -3.60188 1.59860
C 2.97486 -4.40258 0.62150
C 1.65696 -3.96828 0.47860
N 1.37746 -2.96188 1.31070
C 2.00446 1.51652 3.57000
C 1.24576 2.57892 4.03910
C 1.32146 3.82292 3.43580
C 2.15146 4.01262 2.34480
C 2.91216 2.95782 1.86920
C 2.84506 1.72022 2.48180
H 2.92236 -0.01348 4.73900
H 1.16726 0.16202 5.00300
H 3.61386 -1.59978 3.46660
H 4.54656 -3.63578 1.97490
H 3.45216 -5.18958 0.06920
H 0.91936 -4.37798 -0.19350
H 0.59916 2.44152 4.89830
H 0.73436 4.64632 3.82010
H 2.20986 4.98192 1.87060
H 3.56506 3.10362 1.02120
H 3.44016 0.90092 2.10890
```

Löwdin charges, unit e, in atom order: 0.93, -0.21, -0.20, -0.09, -0.16, -0.29, -0.02, -0.05, -0.01, -0.30, -0.19, -0.08, -0.20, -0.22, -0.11, 0.09, 0.11, 0.12, 0.11, 0.12, 0.09, 0.12, 0.12, 0.11, 0.11, 0.11, 0.12, 0.10, 0.09, 0.12, 0.11, 0.10, 0.12, 0.11, 0.70, -0.65, -0.13, -0.12, -0.12, -0.15, -0.16, -0.22, -0.05, -0.09, -0.10, -0.08, -0.03, -0.70, 0.66, -0.16, -0.20, -0.04, -0.08, -0.10, -0.09, -0.05, 0.13, 0.13, 0.13, 0.14, 0.13, 0.06, 0.11, 0.10, 0.10, 0.10, 0.11, 0.13, 0.08, 0.04, 0.10, 0.10, 0.10, 0.11, -0.20, -0.05, -0.16, -0.39, -0.07, -0.11, -0.22, -0.08, -0.22, -0.07, -0.09, -0.09, -0.07, -0.07, 0.12, 0.10, 0.13, 0.09, 0.08, 0.08, 0.11, 0.10, 0.10, 0.09, 0.09

=====

Entry 2:
An isolated molecule of C3H7N3OS at a distorted geometry. Source: the Open Molecules 2025 dataset; level of theory: ωB97M-V/def2-TZVPD.

Results
HOMO-LUMO gap = 8.5 eV
HOMO = -0.29198 Ha
SMILES = NCC(=S)N/C=N/O
Electronic energy = -756.1348 Ha
F_max = 0.03966 Eh/bohr
Energy above the lowest of the compared OMol25 structures with the same formula, charge and spin = 2.7091 eV

Geometry as XYZ:
```
15
C3H7N3OS (ωB97M-V/def2-TZVPD)
N 0.67005 1.82085 2.21470
C 1.49524 1.39614 1.10666
C 0.70546 0.47060 0.18618
S 1.53540 -0.34470 -0.92991
N -0.56402 0.34665 0.52441
C -1.55613 -0.39728 -0.09766
N -1.31581 -1.23524 -1.05106
O -2.54243 -1.85110 -1.40027
H 1.10556 2.61629 2.66056
H 0.71809 1.13645 2.99695
H 2.39474 0.82866 1.41296
H 1.89566 2.19531 0.46667
H -0.87629 0.98275 1.27140
H -2.60252 -0.34562 0.38716
H -2.26116 -2.43239 -2.10229
```

Löwdin charges, unit e, in atom order: -0.02, -0.30, -0.86, 0.70, 0.00, -0.18, -0.02, -0.08, 0.07, 0.10, 0.10, 0.12, 0.13, 0.16, 0.08

=====

Entry 3:
C5H6O as an isolated structure at a distorted geometry. Source: the Open Molecules 2025 dataset; level of theory: ωB97M-V/def2-TZVPD.

Results
HOMO-LUMO gap = 9.5 eV
HOMO = -0.31273 Ha
Electronic energy = -269.2586 Ha
F_max = 0.03944 Eh/bohr
Energy above the lowest of the compared OMol25 structures with the same formula, charge and spin = 2.3837 eV

Geometry as XYZ:
```
12
C5H6O (ωB97M-V/def2-TZVPD)
C -2.14833 0.09630 0.16763
C -0.69841 -0.09704 0.03141
C 0.29857 0.78708 0.11190
C 1.22354 -0.29585 -0.14262
C 2.51779 -0.53882 -0.22673
O -0.02360 -1.25584 -0.22983
H -2.30406 1.15762 0.39311
H -2.55321 -0.51232 0.97748
H -2.65871 -0.15381 -0.76377
H 0.30511 1.84856 0.28520
H 3.00387 0.42147 -0.06974
H 3.07694 -1.41945 -0.54499
```

Löwdin charges, unit e, in atom order: -0.01, -0.39, 0.00, -0.24, 0.08, 0.03, 0.09, 0.09, 0.09, 0.11, 0.07, 0.07

=====

Entry 4:
A 21-piece molecular cluster, C42H126O21S21 overall at a distorted geometry. Source: the Open Molecules 2025 dataset; level of theory: ωB97M-V/def2-TZVPD.

Results
HOMO-LUMO gap = 8.0 eV
HOMO = -0.30098 Ha
Electronic energy = -11617.0674 Ha
F_max = 0.06407 Eh/bohr
Energy above the lowest of the compared OMol25 structures with the same formula, charge and spin = 2.1683 eV

Geometry as XYZ:
```
210
C42H126O21S21 (ωB97M-V/def2-TZVPD)
C -4.99272 7.09831 1.43444
S -5.49276 5.48672 1.84161
O -5.99002 4.83516 0.59819
C -3.80494 4.84286 2.16903
H -4.39019 7.04126 0.51565
H -4.45668 7.52650 2.26241
H -5.89777 7.68157 1.19878
H -3.11110 4.96197 1.33548
H -4.01967 3.79445 2.35907
H -3.41900 5.31724 3.07643
C 0.95540 5.04769 2.31891
S 0.52623 5.85037 3.86900
O 1.62117 6.78996 4.18317
C -0.78926 6.90029 3.16905
H 1.92576 4.61109 2.52937
H 1.03152 5.76125 1.47602
H 0.32067 4.21083 1.98931
H -1.41268 7.33213 3.96139
H -1.35803 6.29662 2.45896
H -0.24770 7.72327 2.71230
C -1.12550 -5.04890 -4.47931
S -2.85921 -4.61797 -5.07909
O -2.78317 -3.18929 -5.45187
C -2.81241 -5.55121 -6.69120
H -0.95200 -4.31461 -3.67830
H -0.37035 -5.02233 -5.25452
H -1.22428 -6.06957 -4.04755
H -3.71802 -5.36893 -7.26341
H -2.60783 -6.61578 -6.54165
H -2.06074 -5.05011 -7.31193
C -6.82098 3.60100 -5.81036
S -6.20131 1.92474 -5.19782
O -4.91867 1.66822 -5.83931
C -5.89227 2.32096 -3.37424
H -7.16052 3.44028 -6.82595
H -6.03831 4.38567 -5.86180
H -7.64182 3.96201 -5.20898
H -5.26199 1.59355 -2.85220
H -6.83071 2.43036 -2.87019
H -5.35863 3.27576 -3.27709
C 2.45071 2.22145 -3.45361
S 3.59565 2.35356 -1.96816
O 4.88483 2.78013 -2.55655
C 2.65987 3.87762 -1.11515
H 2.49295 1.22609 -3.90223
H 2.84276 2.94858 -4.16335
H 1.36212 2.42181 -3.28277
H 3.50961 4.24793 -0.59019
H 1.84913 3.59929 -0.45642
H 2.48391 4.46336 -2.00471
C 4.93993 -0.78508 5.97800
S 4.44806 0.49307 7.16097
O 5.41363 1.58763 7.11194
C 4.78297 -0.48709 8.68748
H 5.99103 -1.08179 6.23548
H 5.00651 -0.30987 5.02272
H 4.22674 -1.61897 5.99078
H 5.86482 -0.63701 8.71762
H 4.26710 -1.45344 8.66168
H 4.53742 0.04866 9.59953
C -1.94808 2.97054 -1.26181
S -2.10288 3.06136 -3.08736
O -0.73523 3.27277 -3.68868
C -2.49231 1.30278 -3.39141
H -2.21231 3.86922 -0.72477
H -0.90567 2.77550 -0.89697
H -2.60158 2.17178 -0.94852
H -2.78912 1.13598 -4.41438
H -3.32581 0.97925 -2.74491
H -1.56764 0.68592 -3.25935
C 5.89462 0.29440 -3.70466
S 7.32204 -0.86137 -3.81643
O 7.44426 -1.39239 -2.44375
C 6.44101 -2.17485 -4.76824
H 5.63308 0.60656 -4.70769
H 6.30566 1.13359 -3.14990
H 5.05181 -0.15684 -3.14012
H 5.63149 -2.60373 -4.11435
H 7.10877 -3.00364 -5.04156
H 5.99960 -1.80756 -5.69724
C -1.49648 -2.65378 6.13245
S -2.44307 -1.50024 5.00769
O -2.37394 -2.04956 3.62917
C -4.12020 -1.83107 5.75229
H -1.17477 -2.01446 6.94381
H -0.71367 -3.08585 5.50335
H -2.06366 -3.51511 6.48055
H -4.06113 -1.78159 6.83798
H -4.44002 -2.81541 5.37854
H -4.86353 -1.15768 5.32779
C 7.64048 -2.05903 1.57432
S 6.07395 -2.50072 2.41279
O 6.37416 -2.64165 3.84526
C 5.29125 -0.87223 2.10658
H 7.61301 -1.95921 0.47175
H 8.30883 -2.88835 1.77976
H 7.89693 -1.14479 2.10593
H 5.94613 -0.11464 2.62699
H 4.30418 -0.86030 2.53619
H 5.16551 -0.58762 1.05477
C 1.50028 1.23080 4.66346
S -0.17684 1.30176 5.48565
O -0.15771 2.47091 6.36263
C -1.08151 1.81460 3.98138
H 1.62679 2.27127 4.35683
H 1.61028 0.43973 3.88847
H 2.11039 1.03504 5.51884
H -0.60916 2.75695 3.69799
H -2.15072 2.02214 4.16602
H -0.98060 1.06865 3.17522
C 2.28636 -3.22013 -3.97106
S 1.98620 -2.82985 -2.22279
O 0.68584 -3.46656 -1.77787
C 3.29528 -3.90884 -1.56257
H 1.39944 -2.89757 -4.52764
H 2.46019 -4.28964 -3.95721
H 3.06027 -2.60456 -4.41590
H 4.24080 -3.73232 -2.06552
H 2.99736 -4.96583 -1.68986
H 3.47041 -3.68650 -0.50713
C -3.09711 -6.69577 2.29239
S -3.36765 -5.36499 1.09490
O -4.12058 -5.92866 -0.04547
C -4.43078 -4.37593 2.22861
H -2.23766 -7.30944 2.02011
H -4.04283 -7.22965 2.46047
H -2.72915 -6.26103 3.25569
H -3.81676 -4.08159 3.08786
H -5.26199 -5.03553 2.52703
H -4.68882 -3.40122 1.76804
C -0.83543 -6.38021 -1.12779
S 0.33298 -7.23286 -0.08533
O -0.12281 -6.92953 1.28615
C -0.23885 -8.91434 -0.43611
H -0.51736 -5.32154 -1.15833
H -1.86131 -6.44073 -0.76351
H -0.76587 -6.67509 -2.15527
H -1.24585 -8.85904 -0.03156
H 0.35603 -9.58187 0.19566
H -0.21009 -9.22250 -1.48304
C 0.29523 6.70451 -1.20817
S 0.66417 7.65869 -2.78900
O -0.14243 8.85641 -2.80067
C 2.37129 8.22041 -2.24355
H 0.17988 7.54088 -0.50533
H 1.16650 6.05340 -0.97805
H -0.69241 6.23820 -1.36314
H 2.99273 7.37735 -1.86178
H 2.25570 8.91716 -1.40589
H 2.91885 8.73089 -3.05156
C 0.65469 1.77042 -6.20792
S 0.46613 -0.04564 -6.26975
O 0.73584 -0.57695 -4.84489
C -1.38656 -0.12720 -6.57147
H 0.61250 2.18461 -7.22493
H 1.64568 1.89354 -5.81444
H -0.08156 2.26610 -5.57018
H -1.89762 0.59363 -5.92277
H -1.70081 -1.15322 -6.31388
H -1.63122 -0.01111 -7.63074
C -5.66013 1.51578 0.58878
S -5.59301 0.95452 2.27224
O -6.98128 0.83625 2.72335
C -4.97668 -0.78196 1.89804
H -6.37199 0.76243 0.19616
H -4.63939 1.48235 0.17074
H -5.98061 2.54396 0.48007
H -5.70691 -1.26633 1.26415
H -4.80802 -1.29498 2.83502
H -4.02948 -0.67571 1.33512
C 5.51203 3.12576 4.11065
S 4.30102 2.35621 2.87539
O 3.15039 3.26890 2.87928
C 5.32088 2.75888 1.30423
H 5.30066 2.74525 5.11600
H 5.32903 4.18692 3.94523
H 6.50015 2.85879 3.72739
H 5.53103 3.81434 1.39592
H 4.71435 2.61392 0.39530
H 6.24471 2.15810 1.20747
C 0.29189 -3.91059 1.71028
S 2.07862 -3.65788 2.03948
O 2.20332 -2.19406 2.36656
C 2.12757 -4.59457 3.62815
H 0.02757 -4.96334 1.83334
H 0.03079 -3.57426 0.72173
H -0.20397 -3.25741 2.42620
H 3.07323 -4.43323 4.12665
H 1.96063 -5.65108 3.39009
H 1.29746 -4.31180 4.30655
C -3.17593 -2.83642 -1.49158
S -4.66718 -1.80049 -1.59699
O -4.14783 -0.36420 -1.66339
C -5.28480 -2.39105 -3.19823
H -2.70553 -2.58262 -0.53343
H -2.66645 -2.62783 -2.44088
H -3.45408 -3.89576 -1.42856
H -4.51263 -2.45489 -3.96912
H -6.12377 -1.75804 -3.48452
H -5.66740 -3.39917 -3.06496
C 2.07324 0.00150 0.22051
S 0.40999 0.53867 0.69159
O 0.40828 2.04407 0.43641
C -0.57476 -0.18069 -0.74294
H 2.06575 -1.07515 0.28283
H 2.79113 0.47322 0.91371
H 2.31306 0.32851 -0.79959
H -1.67725 -0.22240 -0.55028
H -0.19578 -1.22635 -0.83683
H -0.33490 0.36800 -1.68527
```

Löwdin atomic charge list, values in e, 99 entries: -0.30, 0.82, -0.55, -0.24, 0.07, 0.05, 0.06, 0.04, 0.02, 0.05, -0.28, 0.81, -0.54, -0.26, -0.01, 0.05, 0.04, 0.05, 0.02, 0.05, -0.22, 0.83, -0.57, -0.24, 0.03, 0.05, 0.04, 0.04, 0.05, 0.05, -0.24, 0.82, -0.57, -0.23, 0.03, 0.06, 0.04, 0.01, 0.04, 0.05, -0.24, 0.81, -0.57, -0.15, 0.02, 0.05, 0.04, 0.01, 0.02, 0.03, -0.26, 0.79, -0.54, -0.25, 0.08, 0.01, 0.06, 0.05, 0.05, 0.04, -0.23, 0.86, -0.59, -0.25, 0.02, 0.03, 0.02, 0.01, 0.00, 0.06, -0.27, 0.82, -0.58, -0.27, 0.05, 0.02, 0.06, 0.04, 0.04, 0.04, -0.22, 0.81, -0.57, -0.23, 0.04, 0.03, 0.05, 0.05, 0.05, 0.04, -0.24, 0.79, -0.54, -0.29, 0.06, 0.04, 0.04, 0.05, 0.00

=====

- Look up the F_max of the fourth one.
  0.06407 Eh/bohr

=====

- Which value of electronic energy does entry 2 give?
  -756.1348 Ha

=====

- Among the records above, which one has the highest F_max?
  C42H126O21S21

=====

- Which of these has the highest F_max?
  C42H126O21S21